Molecular formula: C10H30B2FNO9S
Method: DFT, ωB97M-V/def2-TZVPD

For the gap between HOMO and LUMO, the calculation gives 0.3668 hartree. As for the HOMO energy: -10.04 eV. As for the SMILES: COB(O)N(B(O)O)S(=O)(=O)F.CC(C)O.CC(C)O.CC(C)O. Its total energy is -1678.830834 Ha.

ORCA input file:
```
! RIJCOSX wB97M-V def2-TZVPD def2/J DEFGRID3
* xyz 0 1
C -1.168 0.796 -0.618
O 0.277 0.773 -0.560
B 0.801 -0.492 -0.186
O 1.757 -1.088 -1.090
N 0.487 -1.250 1.084
B 0.467 -0.385 2.299
O 1.613 0.461 2.490
O -0.541 -0.350 3.309
S -0.879 -2.265 0.966
O -0.729 -3.331 2.016
O -2.192 -1.584 1.169
F -0.935 -2.966 -0.541
H -1.632 -0.045 -1.209
H -1.659 0.834 0.406
H -1.457 1.770 -1.138
H 2.626 -0.894 -0.674
H 1.274 1.254 2.950
H -1.299 0.164 2.962
C 6.612 -1.871 -0.760
C 5.716 -0.668 -1.004
C 6.531 0.574 -1.327
O 4.917 -0.425 0.155
H 7.276 -1.695 0.093
H 6.014 -2.753 -0.519
H 7.224 -2.093 -1.637
H 5.031 -0.881 -1.829
H 7.193 0.833 -0.494
H 5.875 1.433 -1.490
H 7.141 0.425 -2.221
H 5.510 -0.235 0.891
C -1.455 3.571 -5.181
C -0.587 2.690 -4.296
C -0.536 1.262 -4.817
O -1.104 2.692 -2.966
H -2.486 3.203 -5.205
H -1.491 4.591 -4.789
H -1.072 3.603 -6.204
H 0.424 3.100 -4.249
H -1.536 0.816 -4.829
H 0.082 0.639 -4.167
H -0.126 1.225 -5.829
H -1.999 2.332 -2.995
C -4.217 -1.362 3.304
C -4.776 -0.670 4.538
C -5.537 -1.645 5.422
O -5.645 0.389 4.138
H -5.023 -1.783 2.694
H -3.683 -0.650 2.674
H -3.532 -2.168 3.578
H -3.959 -0.219 5.107
H -6.388 -2.075 4.885
H -5.941 -1.133 6.299
H -4.891 -2.460 5.760
H -6.371 0.002 3.634
*
```